Record 1
Below is an isolated molecule of C3H6N4, with properties calculated with wB97M-V/def2-TZVPD.

The geometry in ORCA input format:
```
! RIJCOSX wB97M-V def2-TZVPD def2/J DEFGRID3
* xyz 0 1
N -2.45011 -0.11005 -0.49606
N -2.46746 1.08315 -0.10075
N -1.64168 -0.99248 -0.48741
N -0.16048 0.37729 0.98141
C 0.63504 0.02032 -0.18001
C 2.15585 0.11643 -0.01445
C -0.41659 -0.85135 0.40399
H 2.50648 1.11057 0.05812
H -0.19652 -1.68899 0.92697
H 2.47506 -0.51598 0.75582
H -3.41337 1.33842 0.18969
H 2.77183 -0.24949 -0.98788
H 0.20195 0.36217 -1.04945
*
```

LUMO level (alpha / beta) = -0.8 / -0.7 eV
Energy relative to the best compared isomer or geometry (same formula, charge and spin) = 6.558 eV
Orbital gap (alpha / beta) = 0.3227 / 0.3026 hartree
HOMO level (alpha / beta) = -9.6 / -9.0 eV

How is the electron density shared among the atoms? According to Löwdin, the charges in e are:
1. N -0.150
2. N 0.113
3. N 0.074
4. N 0.168
5. C -0.317
6. C -0.042
7. C -0.321
8. H 0.050
9. H 0.096
10. H 0.042
11. H 0.069
12. H 0.124
13. H 0.095

Record 2
Below is a cluster of 7 separate species, C53H100ClFN2O8P in total, with properties calculated with wB97M-V/def2-TZVPD.

The geometry in ORCA input format:
```
! RIJCOSX wB97M-V def2-TZVPD def2/J DEFGRID3
* xyz 1 1
Cl 2.90891 -4.85118 -1.89195
P 0.34465 1.74308 -3.10744
F 1.39807 -1.45699 1.73790
O 1.56327 7.22828 0.36422
O 0.29274 -6.04365 1.75592
O 2.51873 -2.19976 -9.29606
O 5.08007 9.73755 4.90869
O 4.75634 -3.12629 -1.43059
O -2.32755 0.48496 4.48179
O -3.40175 -3.87697 5.31038
O 3.66359 -0.62699 -5.30389
N 0.20114 2.74861 1.55497
N 0.11430 -2.14776 -0.75215
C 5.67700 7.79536 3.70011
C -2.65250 2.67670 5.31514
C -0.26787 -0.94706 0.07330
C 0.30452 0.14862 -2.15033
C 1.48846 9.41604 1.26471
C -4.25433 -3.01872 -2.50821
C 2.64428 -2.38447 -0.61158
C 2.94619 -0.13765 -4.30610
C -5.06494 -2.03751 -1.69889
C -5.72185 -4.31634 5.45031
C 0.85209 2.57769 0.47623
C 4.07126 -0.63883 -10.15792
C -5.18666 0.25372 -0.75586
C 2.27636 8.46963 0.37206
C 5.39320 7.40644 5.14934
C 5.49841 8.75218 5.85572
C -4.56151 -4.06716 4.49669
C 0.68285 -8.12293 2.82121
C 4.48547 -0.47374 -3.94733
C -3.29010 0.40970 5.54073
C -0.81300 -7.81426 2.88343
C -1.27999 2.46466 -2.63070
C -0.90540 -1.78018 2.46655
C -0.93852 -4.54619 -2.74819
C 3.61264 -3.31408 -1.29800
C 4.99604 9.15444 3.61011
C 1.14953 -7.19577 1.70687
C -0.84378 2.38314 -5.58288
C 0.08653 -1.01896 1.55142
C 1.91317 -1.11781 -3.76420
C 0.56293 7.24377 1.38917
C -2.01967 -4.15717 -1.73907
C -4.82623 -0.08158 -3.25902
C -1.53218 -3.95642 -0.28551
C -0.21144 -2.78464 3.37764
C 3.20786 -1.61861 -8.18829
C 1.54766 -0.75210 -2.30634
C 1.25854 3.78638 -0.31987
C -1.77667 1.80904 4.42405
C -3.11374 1.67336 6.36994
C -0.10144 -3.49797 -0.11737
C -3.79363 -3.71047 6.67775
C 0.86535 8.44985 2.26893
C 0.05733 1.33436 -4.89192
C 1.42262 -2.06078 -1.47182
C -5.01747 -0.70738 -1.89941
C 1.26960 1.19084 -0.03318
C -0.82562 -6.31892 2.61261
C 0.07262 0.38903 -0.63332
C 3.12876 -1.77911 -10.51976
C -5.30086 -3.49753 6.66830
C 4.49473 -1.02427 -8.74212
C -2.74516 -2.86794 -2.24220
H 2.43326 -0.24403 -1.92572
H -3.12167 -0.50391 6.11228
H 4.37801 7.01226 5.23847
H 0.34311 4.21664 -0.72754
H 1.80929 0.66181 0.74926
H 2.18532 -6.87670 1.82275
H 0.46012 -3.45125 2.84075
H 0.99166 1.30498 -5.44343
H 5.27398 -1.15643 -4.26747
H -1.37443 -1.05314 3.12530
H 3.93572 9.05062 3.34741
H 0.20832 -3.55558 0.91738
H -3.52387 -4.61701 7.22856
H -0.94394 -3.40919 3.88605
H 3.23974 -1.50804 -0.36985
H 3.52766 0.30854 -10.14030
H 2.35178 -1.48296 -11.22480
H -5.77498 -5.37507 5.71176
H -0.31728 -5.36419 -2.38694
H -2.11860 3.53173 5.72466
H -4.72324 -3.15862 3.90433
H -0.74615 1.77291 4.79555
H 4.90201 -0.54082 -10.85436
H 2.56877 -0.84147 -7.75243
H -1.35936 -0.96416 0.06902
H 1.04997 -1.04104 -4.42255
H -0.70151 -5.74696 3.53617
H 0.54307 -4.19741 -0.64277
H 1.99669 1.39606 -0.81498
H 3.67681 -2.62671 -10.94417
H -2.09208 1.82510 -2.98370
H -1.41142 3.42926 -3.10916
H -2.32989 1.52881 7.11623
H -5.48124 0.78635 -3.29989
H -0.56938 -0.42008 -2.51490
H -2.61272 -2.05149 -1.52789
H 2.37321 8.83715 -0.64964
H -1.89381 2.13753 -5.48017
H 4.86318 -0.18956 -8.14837
H 0.36401 -2.29059 4.15656
H -5.08317 -0.78028 -4.04777
H -3.81955 0.31510 -3.42823
H -4.02522 1.96739 6.88675
H -5.77627 -3.81200 7.59524
H -4.60541 -4.03005 -2.31304
H -0.01936 8.84220 2.76706
H 3.27912 8.28622 0.77389
H 1.92265 3.53128 -1.13638
H 0.70461 9.91237 0.68870
H 0.03029 1.85320 2.01397
H 1.03909 -7.66818 0.72532
H -1.70873 -2.23383 1.89134
H -1.34955 2.61367 -1.55829
H 5.27590 -1.78655 -8.78025
H 5.29686 7.08243 2.96932
H -4.38704 -4.89993 3.81284
H -1.74297 -5.98646 2.12253
H 2.39804 -2.88220 0.32530
H -0.63304 3.37010 -5.17567
H -0.57202 -2.14994 -1.50931
H 6.53148 8.96716 6.14797
H -0.56128 2.43339 -6.63030
H -3.24692 -2.87039 7.10748
H 0.07351 -0.00412 1.94288
H -1.60015 -4.90713 0.23887
H -3.51109 3.04877 4.75236
H 4.86815 8.81784 6.74285
H -5.78085 -0.17378 0.05037
H -5.69408 1.15812 -1.09525
H 0.90678 -9.16813 2.61853
H -0.41925 7.33722 0.91279
H -5.53256 -2.44207 6.50709
H 6.75256 7.90170 3.54488
H 5.46907 9.81692 2.88412
H 1.15997 -7.84811 3.76383
H -1.33832 -8.34862 2.08876
H -5.75230 -2.39766 -0.93934
H -0.33795 -3.69077 -3.05801
H 4.10278 -1.22679 -3.20974
H 1.35914 -2.84448 -2.22025
H -1.76119 2.15044 3.38911
H 3.38526 -2.38279 -7.43155
H -4.46194 -2.83075 -3.56512
H -2.78062 -4.93279 -1.71922
H -6.68261 -4.02128 5.03228
H -2.28296 -2.56402 -3.18434
H 1.68259 4.53881 0.33842
H -0.81145 1.01215 -0.55553
H 2.69236 0.91961 -4.27378
H -1.42664 -4.90627 -3.65252
H -2.24430 -3.30305 0.21742
H 2.11229 10.18309 1.72081
H -0.41517 0.35719 -5.01808
H 0.59290 6.29964 1.93565
H -4.20279 0.54171 -0.38605
H 6.08217 6.66436 5.54931
H -4.29015 0.36210 5.09668
H 1.59752 8.18346 3.03504
H -1.27799 -8.07404 3.83203
H 2.40569 -2.08583 -3.82997
*
```

LUMO level = -1.7 eV
Energy relative to the best compared isomer or geometry (same formula, charge and spin) = 0.853 eV
Orbital gap = 0.3255 hartree
HOMO level = -10.6 eV

Löwdin atomic charge list, values in e, 99 entries:
1. Cl 0.712
2. P 1.010
3. F -0.001
4. O -0.159
5. O -0.173
6. O -0.142
7. O -0.136
8. O 0.107
9. O -0.172
10. O -0.161
11. O -0.069
12. N 0.156
13. N 0.031
14. C -0.168
15. C -0.160
16. C -0.116
17. C -0.374
18. C -0.168
19. C -0.170
20. C -0.089
21. C -0.363
22. C -0.085
23. C -0.165
24. C -0.400
25. C -0.168
26. C -0.059
27. C -0.199
28. C -0.171
29. C -0.203
30. C -0.212
31. C -0.158
32. C 0.059
33. C -0.194
34. C -0.156
35. C -0.253
36. C -0.147
37. C -0.049
38. C -0.766
39. C -0.210
40. C -0.190
41. C -0.144
42. C -0.246
43. C -0.083
44. C -0.208
45. C -0.322
46. C -0.044
47. C -0.117
48. C -0.066
49. C -0.225
50. C -0.235
51. C -0.039
52. C -0.205
53. C -0.161
54. C -0.098
55. C -0.203
56. C -0.166
57. C -0.410
58. C -0.206
59. C -0.352
60. C -0.094
61. C -0.206
62. C -0.220
63. C -0.204
64. C -0.164
65. C -0.169
66. C -0.163
67. H 0.127
68. H 0.109
69. H 0.111
70. H 0.082
71. H 0.119
72. H 0.119
73. H 0.056
74. H 0.060
75. H 0.126
76. H 0.092
77. H 0.098
78. H 0.099
79. H 0.119
80. H 0.067
81. H 0.137
82. H 0.113
83. H 0.116
84. H 0.116
85. H 0.083
86. H 0.116
87. H 0.114
88. H 0.122
89. H 0.112
90. H 0.105
91. H 0.153
92. H 0.116
93. H 0.112
94. H 0.090
95. H 0.087
96. H 0.118
97. H 0.032
98. H 0.044
99. H 0.117

Record 3
Below is an isolated molecule of CH2O2, with properties calculated with wB97M-V/def2-TZVPD.

The geometry in ORCA input format:
```
! RIJCOSX wB97M-V def2-TZVPD def2/J DEFGRID3
* xyz 0 1
O -0.93520 -0.21766 -0.04795
O 1.26457 -0.32450 -0.03550
C 0.27824 0.27862 -0.04528
H -0.65411 -1.15187 0.07830
H 0.04650 1.41541 0.05042
*
```

LUMO level = 0.9 eV
Structure (SMILES) = O=CO
Energy relative to the best compared isomer or geometry (same formula, charge and spin) = 0.381 eV
Orbital gap = 0.4461 hartree
HOMO level = -11.2 eV

How is the electron density shared among the atoms? According to Löwdin, the charges in e are:
1. O 0.085
2. O 0.116
3. C -0.495
4. H 0.130
5. H 0.164

What max |F| values result from the calculations? In sequence: 4.2; 2.5; 6.3 eV Å⁻¹.